1.
Formula: C4H8NO2S
Source: the OMol25 dataset
Level of theory: ωB97M-V with the def2-TZVPD basis set

Structure (ORCA input):
```
! RIJCOSX wB97M-V def2-TZVPD def2/J DEFGRID3
* xyz -1 1
O 2.026 0.495 2.185
C 2.090 1.071 0.997
C 0.862 0.700 0.137
C 0.518 1.397 -0.968
S -2.506 0.169 -1.628
N 0.162 -0.304 0.677
C -0.275 -1.563 -0.052
O 0.665 -2.434 0.082
H 2.182 2.174 1.006
H 2.935 0.710 0.361
H 1.233 2.099 -1.394
H -0.494 1.298 -1.377
H -2.210 -0.049 -0.345
H 0.674 -0.550 1.553
H -1.264 -1.815 0.381
H -0.466 -1.248 -1.108
*
```

## Properties
Gap between HOMO and LUMO   4.44 eV
ΔE to the lowest compared entry with this formula, charge and spin   154.3 kcal/mol
LUMO   0.2 eV

Per-atom Löwdin charges, elementary charge units: -0.21, -0.42, -0.32, 0.12, 0.13, 0.14, -0.50, -0.10, 0.10, 0.13, 0.08, -0.07, -0.35, 0.12, 0.10, 0.06

=====

2.
Formula: C10H12BFN2O2S
Source: the OMol25 dataset
Level of theory: ωB97M-V with the def2-TZVPD basis set

Structure (ORCA input):
```
! RIJCOSX wB97M-V def2-TZVPD def2/J DEFGRID3
* xyz 0 1
C 4.156 0.155 0.627
C 3.248 0.787 -0.430
C 2.114 1.633 0.190
F 2.363 1.783 1.541
C 0.724 1.056 0.025
C 0.375 0.272 -1.030
C -0.923 -0.279 -1.164
C -1.931 -0.061 -0.276
B -3.344 -0.731 -0.528
O -4.470 -0.075 -0.064
O -3.456 -1.879 -1.268
C -2.644 -2.990 -0.900
C -1.634 0.790 0.842
N -2.464 1.142 1.812
S -1.610 2.112 2.798
N -0.214 2.107 2.056
C -0.313 1.336 0.971
H 3.566 -0.354 1.380
H 4.752 -0.609 0.137
H 4.805 0.885 1.090
H 3.851 1.440 -1.055
H 2.875 -0.012 -1.056
H 2.162 2.628 -0.246
H 1.098 0.049 -1.796
H -1.132 -0.902 -2.020
H -4.669 -0.384 0.827
H -2.054 -3.304 -1.758
H -1.955 -2.768 -0.089
H -3.276 -3.826 -0.616
*
```

## Properties
Gap between HOMO and LUMO   8.45 eV
LUMO   -0.7 eV

Per-atom Löwdin charges, elementary charge units: -0.09, -0.18, -0.27, -0.02, -0.08, -0.01, -0.02, -0.03, -0.59, 0.15, 0.04, -0.07, -0.31, -0.21, 1.04, -0.24, -0.28, 0.08, 0.07, 0.07, 0.11, 0.08, 0.15, 0.11, 0.12, 0.11, 0.09, 0.09, 0.09

=====

3.
Formula: CH3BrClN
Source: the OMol25 dataset
Level of theory: ωB97M-V with the def2-TZVPD basis set

Structure (ORCA input):
```
! RIJCOSX wB97M-V def2-TZVPD def2/J DEFGRID3
* xyz 0 1
C -0.053 0.384 -0.152
N -0.029 -0.944 0.029
Cl -0.927 0.967 -1.483
Br 1.827 1.045 -0.237
H -0.324 1.220 1.112
H 0.486 -1.182 0.787
H -0.979 -1.490 -0.056
*
```

## Properties
Gap between HOMO and LUMO   9.90 eV
ΔE to the lowest compared entry with this formula, charge and spin   49.3 kcal/mol
LUMO   0.6 eV

Per-atom Löwdin charges, elementary charge units: -1.37, -0.09, 0.60, 0.53, 0.15, 0.02, 0.16

=====

4.
Formula: C5H9NO
Source: the OMol25 dataset
Level of theory: ωB97M-V with the def2-TZVPD basis set

Structure (ORCA input):
```
! RIJCOSX wB97M-V def2-TZVPD def2/J DEFGRID3
* xyz 0 1
C 0.195 -0.800 -2.011
C 0.785 -1.025 -0.636
N 1.407 0.128 0.023
C 0.315 -0.559 0.703
C -0.921 0.204 1.069
C -0.776 1.542 1.652
O -1.238 1.362 0.314
H 0.107 -1.748 -2.546
H 0.905 -0.183 -2.581
H -0.775 -0.296 -2.025
H 1.411 -1.917 -0.577
H 0.994 0.959 -0.414
H 0.661 -1.161 1.546
H -1.778 -0.394 1.382
H -1.513 1.915 2.363
H 0.221 1.974 1.738
*
```

## Properties
Structure (SMILES)   C[C@H]1N[C@H]1[C@H]1CO1
Gap between HOMO and LUMO   10.30 eV
ΔE to the lowest compared entry with this formula, charge and spin   71.3 kcal/mol
LUMO   1.2 eV

Per-atom Löwdin charges, elementary charge units: -0.05, -0.31, 0.05, -0.24, -0.26, -0.10, -0.05, 0.07, 0.08, 0.08, 0.13, 0.09, 0.14, 0.15, 0.11, 0.12

=====

5.
Formula: C16H28Cl3N3O2S
Source: the OMol25 dataset
Level of theory: ωB97M-V with the def2-TZVPD basis set

Structure (ORCA input):
```
! RIJCOSX wB97M-V def2-TZVPD def2/J DEFGRID3
* xyz 0 1
C -6.003 -0.868 -2.331
C -6.191 -0.048 -1.060
C -5.006 -0.141 -0.099
C -3.747 0.542 -0.631
C -2.564 0.455 0.334
C -2.702 1.371 1.546
C -1.569 1.196 2.558
H -1.801 1.797 3.440
H -1.535 0.151 2.875
C -0.200 1.650 2.036
C 0.493 0.720 1.063
O 0.927 1.096 -0.011
N 0.677 -0.538 1.538
H 0.277 -0.771 2.433
C 1.356 -1.618 0.853
N 2.340 -1.147 -0.064
C 3.678 -1.266 0.201
N 4.531 -0.744 -0.700
C 5.930 -0.549 -0.379
H 6.186 -1.144 0.497
C 6.162 0.942 -0.106
H 7.222 1.145 0.053
O 5.769 1.735 -1.205
C 4.414 1.533 -1.533
H 4.214 2.158 -2.405
C 4.152 0.054 -1.850
H 3.116 -0.109 -2.139
H 4.796 -0.250 -2.682
H 3.764 1.849 -0.703
H 5.596 1.234 0.792
H 6.533 -0.871 -1.233
S 4.210 -2.108 1.528
H 2.013 -0.328 -0.577
H 1.869 -2.249 1.601
C 0.348 -2.515 0.090
Cl 1.192 -3.956 -0.507
Cl -0.949 -3.018 1.191
Cl -0.364 -1.654 -1.285
H 0.480 1.773 2.883
H -0.301 2.618 1.542
H -3.643 1.159 2.057
H -2.733 2.410 1.213
H -2.458 -0.578 0.672
H -1.658 0.727 -0.210
H -3.964 1.591 -0.845
H -3.455 0.066 -1.568
H -5.295 0.321 0.847
H -4.786 -1.193 0.099
H -7.086 -0.404 -0.544
H -6.359 0.999 -1.325
H -6.903 -0.832 -2.940
H -5.797 -1.908 -2.085
H -5.178 -0.486 -2.927
*
```

## Properties
Structure (SMILES)   CCCCCCCCC(=O)N[C@H](NC(=S)N1CCOCC1)C(Cl)(Cl)Cl
Gap between HOMO and LUMO   8.75 eV
ΔE to the lowest compared entry with this formula, charge and spin   1.7 kcal/mol
LUMO   0.5 eV

Per-atom Löwdin charges, elementary charge units: -0.11, -0.27, -0.23, -0.21, -0.24, -0.20, -0.20, 0.11, 0.10, -0.10, -0.49, 0.03, 0.12, 0.13, -0.52, 0.01, -0.77, -0.11, -0.16, 0.06, -0.18, 0.13, -0.13, -0.18, 0.13, -0.10, 0.12, 0.14, 0.13, 0.13, 0.13, 0.69, 0.08, 0.07, -1.50, 0.62, 0.62, 0.66, 0.13, 0.13, 0.11, 0.12, 0.08, 0.08, 0.12, 0.10, 0.10, 0.12, 0.10, 0.11, 0.07, 0.07, 0.06

=====

6.
Formula: C18H22N4O2
Source: the OMol25 dataset
Level of theory: ωB97M-V with the def2-TZVPD basis set

Structure (ORCA input):
```
! RIJCOSX wB97M-V def2-TZVPD def2/J DEFGRID3
* xyz 0 1
N -3.750 1.365 -0.666
H -3.593 1.931 0.170
H -3.257 1.823 -1.434
N -3.149 0.103 -0.497
C -1.892 -0.150 -0.903
O -1.211 0.725 -1.412
C -1.412 -1.575 -0.615
N -0.921 -2.267 -1.788
C 0.304 -2.108 -2.431
O 0.782 -3.047 -3.038
N 0.859 -0.884 -2.350
H 0.313 -0.117 -1.973
C 2.085 -0.558 -3.035
H 2.338 -1.404 -3.678
H 1.923 0.329 -3.656
C 3.231 -0.303 -2.041
C 2.846 0.713 -1.002
C 2.758 0.357 0.338
C 2.377 1.282 1.295
C 2.071 2.579 0.921
C 2.158 2.946 -0.412
C 2.545 2.021 -1.364
H 2.616 2.317 -2.400
H 1.923 3.958 -0.710
H 1.769 3.301 1.665
H 2.311 0.987 2.333
H 2.997 -0.654 0.638
H 4.101 0.045 -2.602
H 3.491 -1.244 -1.554
H -1.216 -3.230 -1.857
C -0.379 -1.490 0.538
C -1.017 -0.849 1.736
C -0.939 0.526 1.924
C -1.579 1.126 2.994
C -2.307 0.360 3.889
C -2.388 -1.010 3.711
C -1.750 -1.609 2.640
H -1.813 -2.680 2.507
H -2.950 -1.614 4.409
H -2.805 0.829 4.725
H -1.506 2.195 3.131
H -0.369 1.126 1.229
H 0.477 -0.902 0.206
H -0.042 -2.502 0.772
H -2.274 -2.149 -0.256
H -3.754 -0.600 -0.100
*
```

## Properties
Structure (SMILES)   NNC(=O)[C@H](Cc1ccccc1)NC(=O)NCCc1ccccc1
Gap between HOMO and LUMO   9.54 eV
ΔE to the lowest compared entry with this formula, charge and spin   18.5 kcal/mol
LUMO   0.6 eV

Per-atom Löwdin charges, elementary charge units: 0.05, 0.08, 0.08, 0.00, -0.45, 0.05, -0.22, 0.11, -0.56, 0.05, 0.09, 0.09, -0.16, 0.12, 0.12, -0.13, -0.24, -0.06, -0.10, -0.10, -0.08, -0.04, 0.11, 0.10, 0.10, 0.11, 0.11, 0.12, 0.12, 0.14, -0.08, -0.23, -0.05, -0.08, -0.09, -0.08, -0.05, 0.11, 0.10, 0.10, 0.10, 0.10, 0.09, 0.13, 0.15, 0.14